ORCA calculation (ωB97M-V with the def2-TZVPD basis set) on a cluster of 2 separate species, C25H23N5O6S in total at a distorted geometry.

CARTESIAN COORDINATES (ANGSTROEM)
C  3.008389  -2.688731  -1.939109
N  3.474871  -1.329446  -1.934191
C  2.638541  -0.230582  -1.918479
C  1.262091  -0.217915  -1.839584
N  3.477506  0.864941  -1.935722
C  3.008231  2.222876  -1.932759
C  4.806647  0.465457  -1.936182
C  4.805447  -0.932509  -1.936739
C  5.988600  -1.670952  -1.924274
C  7.185729  -0.941323  -1.912204
C  7.186722  0.470166  -1.912104
C  5.990817  1.201773  -1.923977
H  3.886190  -3.337403  -1.987853
H  2.434415  -2.914171  -1.030922
H  2.363551  -2.877612  -2.807056
H  0.762224  0.741054  -1.852997
H  0.754150  -1.172718  -1.860083
H  3.886379  2.870615  -1.983050
H  2.359997  2.412500  -2.798583
H  2.436099  2.442060  -1.019897
H  5.939685  -2.759340  -1.923958
H  8.141730  -1.466444  -1.902714
H  8.143311  0.993887  -1.902615
H  5.941693  2.290003  -1.924336
C  -5.404693  -1.944407  -2.452595
C  -4.635979  -0.869740  -1.746466
C  -5.324152  0.184102  -1.139131
C  -4.632274  1.198037  -0.483322
C  -3.235863  1.135555  -0.409180
S  -2.365123  2.445313  0.406937
O  -1.308292  2.957690  -0.421252
O  -3.299027  3.290292  1.095447
N  -1.453428  1.572430  1.585508
C  -2.014033  0.805185  2.631832
C  -3.331729  0.544702  2.974035
C  -3.565716  -0.282908  4.087454
N  -4.909027  -0.615091  4.438606
O  -5.109978  -1.339416  5.441260
O  -5.844189  -0.174342  3.731428
C  -2.487353  -0.807996  4.857179
C  -1.168633  -0.516525  4.507526
C  -0.930155  0.285109  3.388325
C  0.275904  0.788685  2.754415
N  1.592492  0.560626  3.184299
O  1.820331  -0.346345  4.018633
O  2.497669  1.289136  2.707353
C  -0.084065  1.558855  1.664739
C  -2.533683  0.101341  -1.035163
C  -3.236601  -0.904377  -1.692530
H  -4.724632  -2.685543  -2.876138
H  -6.092122  -2.451683  -1.767309
H  -6.011005  -1.524404  -3.262259
H  -6.417126  0.214085  -1.177940
H  -5.165913  2.017667  -0.009307
H  -4.165989  0.956901  2.418282
H  -2.721067  -1.437450  5.712560
H  -0.325076  -0.901411  5.076679
H  0.572813  2.108503  1.009688
H  -1.447866  0.078582  -1.007113
H  -2.697413  -1.727317  -2.173076

Force components x, y, z for each atom (eV/Å):
-0.04 -0.05 0.01
-0.12 -0.27 -0.08
-0.86 0.08 0.33
1.55 -0.10 -0.18
-0.07 0.24 -0.07
-0.04 0.06 0.00
0.39 0.15 0.04
0.40 -0.14 0.04
-0.40 0.50 -0.03
-0.04 0.46 -0.02
-0.05 -0.45 -0.02
-0.39 -0.50 -0.03
-0.31 -0.02 0.01
0.14 0.02 -0.10
0.15 0.01 0.10
-0.19 -0.23 -0.03
-0.21 0.26 0.02
-0.33 0.05 0.03
0.15 -0.01 0.14
0.17 -0.01 -0.15
0.30 0.29 0.01
-0.30 0.13 0.00
-0.30 -0.13 0.00
0.31 -0.28 0.02
-0.07 -0.19 -0.11
0.07 0.13 0.09
0.16 0.21 0.07
0.12 -0.15 0.19
-0.35 0.01 -0.31
0.72 -0.21 -0.04
-0.68 0.01 0.18
0.53 -0.57 -0.37
-0.74 0.08 0.06
0.88 -0.18 0.45
-0.46 -0.30 0.29
2.25 0.42 -0.52
-3.09 -0.75 0.88
0.64 1.39 -1.91
1.87 -0.70 1.14
-0.26 0.33 -0.48
-0.52 -0.17 0.18
0.05 0.20 -0.39
-1.52 0.15 -0.39
3.03 -0.15 0.57
-0.78 1.61 -1.46
-1.74 -1.30 0.71
0.14 -0.49 1.09
0.00 0.03 0.10
-0.07 0.20 0.11
-0.14 0.01 0.00
0.12 0.06 -0.07
0.11 -0.05 0.09
0.40 0.00 0.00
0.12 -0.13 -0.06
0.07 -0.10 0.11
0.08 0.17 -0.23
-0.31 0.05 -0.12
-0.28 -0.05 -0.15
-0.09 0.00 0.03
-0.18 0.36 0.19

Properties
LUMO ... -1.13 eV
Gap between HOMO and LUMO ... 5.87 eV
E ... -56862.7974 eV

For each atom in turn, the Mulliken charge in e is: -1.028 0.179 0.792 -1.838 0.218 -0.882 1.015 0.997 -0.905 -0.615 -0.636 -0.887 0.296 0.342 0.327 0.378 0.247 0.287 0.342 0.213 0.260 0.364 0.365 0.270 -1.487 1.030 -0.741 -0.232 0.029 1.402 -0.709 -0.658 0.161 0.057 -0.073 -0.450 0.946 -0.608 -0.594 -0.595 -0.426 0.394 -0.364 0.960 -0.582 -0.590 -0.414 -0.280 -0.827 0.332 0.345 0.352 0.375 0.490 0.587 0.487 0.511 0.565 0.175 0.328

ORCA calculation (ωB97M-V with the def2-TZVPD basis set) on a structure of composition C16H44CrFN4O4 at a distorted geometry.

CARTESIAN COORDINATES (ANGSTROEM)
Cr  19.240480  -17.524520  -18.366500
F  18.681110  -19.534030  -18.975370
C  14.926400  -17.819380  -18.421260
C  16.287320  -17.146480  -18.872190
C  16.171050  -15.704010  -19.319720
O  17.431330  -15.029260  -19.655760
C  17.375570  -13.647470  -20.246980
N  17.218600  -17.250730  -17.745750
H  14.183200  -17.309240  -19.034050
H  14.644980  -17.633900  -17.384680
H  14.697730  -18.876090  -18.559680
H  16.618550  -17.825500  -19.657890
H  15.625290  -15.160530  -18.548440
H  15.532210  -15.514060  -20.182220
H  17.134840  -13.658690  -21.310010
H  18.345330  -13.152820  -20.301630
H  16.627320  -13.064180  -19.710340
H  16.891680  -18.090700  -17.290040
H  16.936880  -16.645740  -16.987650
C  23.345550  -17.982160  -19.933350
C  21.942260  -17.495350  -19.691090
C  21.045730  -17.587830  -20.868450
O  19.718990  -17.002790  -20.586740
C  18.874110  -17.090340  -21.721060
N  21.294690  -18.162720  -18.540710
H  23.390410  -19.043540  -20.177410
H  23.981090  -17.800120  -19.066730
H  23.974600  -17.499540  -20.681330
H  22.025360  -16.446130  -19.407660
H  20.940840  -18.652260  -21.078420
H  21.531390  -17.112100  -21.720450
H  17.870390  -16.668880  -21.666160
H  18.720430  -18.154630  -21.899260
H  19.417300  -16.696800  -22.580240
H  21.455280  -19.151680  -18.668320
H  21.809010  -17.976060  -17.691760
C  20.781780  -13.906270  -18.765240
C  20.803430  -14.810600  -17.550460
C  20.949260  -14.197750  -16.126420
O  19.860050  -13.320210  -15.800380
C  20.109800  -12.308010  -14.867910
N  19.517640  -15.461140  -17.601650
H  21.695880  -13.316150  -18.699790
H  19.912710  -13.278330  -18.569020
H  20.788770  -14.488320  -19.686800
H  21.587000  -15.567660  -17.581530
H  21.938860  -13.785510  -15.929290
H  20.948210  -14.953570  -15.341030
H  20.939150  -11.772410  -15.329870
H  20.368410  -12.598280  -13.849600
H  19.226560  -11.695940  -14.685280
H  18.970670  -14.995370  -18.311560
H  19.136690  -15.017160  -16.778330
C  19.581100  -18.778480  -13.943070
C  20.470660  -18.189470  -15.050070
C  21.766960  -19.033790  -15.200470
O  22.460230  -18.549280  -16.384380
C  23.890920  -18.755610  -16.240660
N  19.693390  -18.452600  -16.278910
H  18.555010  -18.421150  -13.856110
H  20.155350  -18.560640  -13.042580
H  19.384300  -19.847230  -14.027640
H  20.617850  -17.109660  -15.028670
H  21.481700  -20.075500  -15.347310
H  22.409960  -18.993900  -14.321240
H  24.219950  -19.765160  -16.486930
H  24.275070  -18.540580  -15.243520
H  24.323000  -18.122250  -17.015440
H  18.845820  -18.872820  -15.925150
H  20.133790  -19.265920  -16.684710

Force components x, y, z for each atom (eV/Å):
-0.61 -1.62 0.20
0.39 1.79 0.57
-0.77 1.78 -0.81
-0.90 -1.53 0.14
-0.36 1.97 -0.93
0.32 0.55 0.06
-0.87 -1.53 0.09
-0.04 -0.61 0.34
-0.49 -0.07 0.11
0.28 0.45 0.14
1.09 -0.12 -0.42
0.61 0.30 -0.13
0.28 0.32 0.57
-0.21 -0.85 -0.28
-0.62 -0.55 -0.04
0.19 -0.48 1.00
0.20 0.13 0.03
0.71 -1.04 -0.19
0.12 1.20 -0.15
1.21 -0.44 -0.12
-0.01 1.15 1.02
-1.05 -0.21 -0.50
1.45 0.35 0.24
0.42 -1.37 -0.90
0.12 0.80 -1.77
-0.13 -0.17 0.14
-0.34 -0.29 0.41
-0.72 0.37 -0.56
-0.07 0.23 -0.04
-0.42 -0.16 -0.32
-0.32 0.22 -0.19
0.46 0.53 0.78
-0.10 -0.20 -0.25
-0.22 0.25 -0.16
-0.55 -0.52 -0.09
-0.01 0.33 -0.07
1.70 0.70 1.46
0.65 -0.09 0.52
0.08 0.53 0.45
-0.45 -1.21 -0.90
0.75 0.60 0.01
-0.76 -0.47 0.69
-0.07 0.42 -0.54
0.10 0.29 -0.75
-0.43 0.14 0.06
0.28 0.04 -0.19
0.08 0.85 -0.58
-0.27 -0.82 -0.28
-0.01 0.84 0.64
0.40 -0.77 -0.03
-0.06 0.04 -0.78
-0.37 -0.16 -0.57
-1.30 -0.91 0.54
1.20 0.62 1.12
-1.01 -1.80 -0.73
-0.52 1.28 -0.20
1.56 -1.02 3.06
-0.23 0.13 -1.05
-0.13 -0.65 0.03
0.24 0.92 -0.14
-0.63 -0.35 0.66
0.79 -0.23 -0.24
0.39 -0.12 0.64
-0.06 -0.15 -0.03
0.07 0.24 0.00
-0.44 -0.31 0.03
-0.24 0.41 -0.05
0.26 0.16 0.40
-0.52 0.12 -0.45
-0.13 -0.22 -0.70

Properties
Multiplicity ... 5
LUMO (alpha / beta) ... -1.92 / -1.93 eV
Expectation value of S² ... 6.009
Gap between HOMO and LUMO (alpha / beta) ... 7.36 / 10.46 eV
Net charge ... +1
E ... -62587.8270 eV

For each atom in turn, the Mulliken charge in e is: 0.073 -0.670 -1.534 0.699 -1.168 -0.233 -0.938 -0.240 0.425 0.387 0.377 -0.024 0.534 0.480 0.322 0.313 0.319 0.273 0.310 -1.619 0.997 -1.318 0.321 -1.035 0.391 0.419 0.218 0.415 -0.276 0.507 0.467 0.200 0.360 0.308 0.224 0.281 -1.625 0.739 -1.436 -0.379 -0.804 0.579 0.516 0.448 0.183 -0.128 0.734 0.344 0.345 0.290 0.244 0.121 0.245 -1.635 1.005 -1.047 -0.402 -0.955 -0.035 0.442 0.420 0.443 -0.527 0.335 0.505 0.320 0.375 0.275 0.223 0.274

ORCA calculation (ωB97M-V with the def2-TZVPD basis set) on a cluster of 2 separate species, C3H11NO2 in total at a distorted geometry.

CARTESIAN COORDINATES (ANGSTROEM)
C  3.325880  0.131389  1.403575
O  4.514415  0.105063  0.524599
C  2.722560  -1.260421  1.574907
H  3.797182  0.517188  2.302204
H  2.641939  0.826659  0.941864
H  4.115000  -0.099288  -0.347403
H  3.182565  -1.987069  0.885427
H  2.937724  -1.650056  2.563112
H  1.705710  -1.288098  1.209386
N  -4.295902  -0.199960  -0.790808
C  -3.383945  0.893757  -1.109908
O  -3.102828  0.912929  -2.494400
H  -5.033124  -0.103457  -1.488057
H  -3.892296  -1.113690  -0.958003
H  -3.879277  1.855648  -0.899379
H  -2.455702  0.655775  -0.556044
H  -2.899900  1.803631  -2.761073

Force components x, y, z for each atom (eV/Å):
2.00 -0.48 -0.88
-1.50 -0.32 -0.60
0.70 -0.21 -0.88
-0.68 0.14 0.33
-0.42 0.35 0.32
0.81 0.14 0.54
0.39 0.42 0.15
-0.67 -0.09 0.20
-0.62 0.04 0.81
-0.30 0.97 -0.67
-0.12 -1.10 0.38
0.12 -0.61 -0.57
-0.23 -0.26 0.33
0.35 0.15 0.01
0.39 -0.40 0.67
-0.36 0.79 0.02
0.15 0.46 -0.17

Properties
LUMO ... 0.69 eV
Gap between HOMO and LUMO ... 10.67 eV
E ... -8873.3522 eV

For each atom in turn, the Mulliken charge in e is: -0.285 -0.544 -0.824 0.253 0.266 0.294 0.288 0.254 0.299 -0.618 -0.170 -0.536 0.242 0.241 0.297 0.237 0.307

ORCA calculation (ωB97M-V with the def2-TZVPD basis set) on a cluster of 4 separate species, C18H28BBrNO12 in total at a distorted geometry.

CARTESIAN COORDINATES (ANGSTROEM)
C  -2.868916  -6.282851  0.842623
C  -2.936105  -5.238027  -0.241614
C  -1.757974  -4.097053  -0.255667
C  -1.127310  -3.912992  -1.793683
N  0.078212  -3.012950  -1.634691
C  0.942306  -2.871408  -2.868179
C  2.505641  -3.182376  -2.361438
O  3.140714  -4.348343  -2.645917
Br  3.385048  -1.703696  -1.297517
C  -0.466222  -1.670876  -1.107934
C  -0.911237  -1.949969  0.448128
B  -1.384409  -0.597701  1.276450
C  -2.375261  -0.877521  2.600743
O  -1.039307  0.795450  0.929355
O  -2.133765  -2.816935  0.371376
H  -3.817139  -6.819625  1.303880
H  -1.771322  -6.569364  1.207344
H  -3.801886  -5.303519  -1.041864
H  -0.846357  -4.519665  0.385618
H  -1.955410  -3.483204  -2.532214
H  -0.802796  -4.980640  -2.215855
H  0.674455  -3.431871  -0.860876
H  0.694741  -3.714383  -3.642164
H  0.920606  -1.786836  -3.308366
H  0.277460  -0.779938  -1.259476
H  -1.480146  -1.504052  -1.715042
H  -0.040330  -2.517772  1.010476
H  -1.988350  -1.831759  3.176481
H  -3.425485  -1.192844  2.129702
H  -2.493502  0.073184  3.274982
H  -0.151554  1.068643  1.317397
C  -0.499278  4.867623  3.318005
C  -0.382292  4.704722  1.837205
O  0.507099  3.612913  1.699179
C  0.431142  2.890539  2.855061
O  0.936471  1.792046  3.015183
O  -0.284553  3.557142  3.807371
H  -1.482912  5.237790  3.619798
H  0.271230  5.528777  3.728222
H  -1.337215  4.444532  1.368459
H  0.020795  5.597316  1.350937
C  -4.352803  4.179843  -1.966167
C  -4.291406  3.243891  -0.802889
O  -3.172443  3.707166  -0.071169
C  -2.997877  5.020108  -0.401879
O  -2.230491  5.777745  0.168021
O  -3.794450  5.374468  -1.452296
H  -5.376459  4.347784  -2.311944
H  -3.743389  3.839140  -2.809743
H  -5.180894  3.307983  -0.167279
H  -4.149577  2.204659  -1.111986
C  6.313798  0.568843  -1.356600
C  6.142893  0.189713  0.078684
O  7.463702  0.227650  0.584790
C  8.175703  1.063555  -0.226366
O  9.304049  1.459863  0.013339
O  7.460161  1.398609  -1.339564
H  5.449144  1.110310  -1.750079
H  6.513462  -0.296720  -1.996927
H  5.531375  0.910571  0.631591
H  5.710615  -0.807683  0.196985

Force components x, y, z for each atom (eV/Å):
0.55 2.90 -2.96
0.32 -2.55 3.19
0.79 -1.77 -0.51
-1.92 -1.86 0.26
0.04 0.57 -0.01
2.28 -0.50 -0.82
3.04 -6.41 -2.25
-4.76 8.62 2.19
-1.08 -1.64 -1.09
-1.44 0.82 0.86
-0.11 -0.13 -1.47
-0.58 2.03 1.68
-0.10 -0.37 -1.01
0.87 -3.19 0.75
2.10 -1.10 -1.05
2.26 0.81 -1.66
-2.76 1.05 -0.13
1.66 0.85 2.10
-1.83 0.59 -1.19
2.14 -0.55 1.57
-0.53 2.39 1.10
-0.88 0.53 -1.01
0.43 1.77 1.48
-0.20 -2.21 0.87
-1.28 -1.95 0.39
2.43 -0.07 1.28
-1.55 1.02 -0.95
-0.87 1.99 -0.94
2.05 0.67 1.16
0.24 -2.02 -1.27
-1.25 -0.30 -0.44
-0.32 1.14 0.44
-0.69 0.72 -0.65
0.52 -1.29 1.14
0.45 -0.72 0.34
-0.96 1.52 -0.58
0.79 -1.20 -0.74
0.18 -0.21 0.04
-0.06 -0.09 0.01
0.59 -0.01 0.36
-0.03 -0.34 -0.02
-0.58 -0.14 -1.00
-0.67 -0.98 0.15
0.43 0.95 -0.08
1.18 1.67 0.76
-2.08 -1.35 -1.58
0.72 -0.09 0.96
0.23 0.15 0.06
-0.04 0.04 0.07
0.10 0.01 -0.06
0.12 0.17 0.19
-0.55 -0.07 -0.87
-0.73 -0.31 0.59
0.41 0.35 -0.45
2.90 1.03 0.61
-2.86 -1.01 -0.61
0.35 -0.11 0.63
0.25 0.07 -0.03
0.00 0.03 0.05
0.04 -0.03 -0.04
0.26 0.08 0.15

Properties
LUMO ... -4.49 eV
Gap between HOMO and LUMO ... 8.01 eV
Net charge ... +1
E ... -115886.1606 eV

For each atom in turn, the Mulliken charge in e is: -0.603 -0.417 0.194 -0.838 0.066 -0.342 0.325 -0.428 0.000 -0.619 0.072 0.237 -0.845 -0.369 -0.315 0.281 0.213 0.295 0.249 0.354 0.436 0.465 0.356 0.365 0.430 0.294 0.059 0.276 0.285 0.207 0.294 -0.490 0.227 -0.271 0.657 -0.620 -0.317 0.321 0.271 -0.038 0.313 -0.352 -0.309 -0.243 0.679 -0.552 -0.330 0.311 0.264 0.271 0.247 -0.351 -0.202 -0.329 0.581 -0.516 -0.328 0.332 0.288 0.238 0.270

Question: Which of these has the lowest E?
Answer: C18H28BBrNO12

What did the third record say?
ORCA calculation (ωB97M-V with the def2-TZVPD basis set) on a cluster of 2 separate species, C3H11NO2 in total at a distorted geometry.

CARTESIAN COORDINATES (ANGSTROEM)
C  3.325880  0.131389  1.403575
O  4.514415  0.105063  0.524599
C  2.722560  -1.260421  1.574907
H  3.797182  0.517188  2.302204
H  2.641939  0.826659  0.941864
H  4.115000  -0.099288  -0.347403
H  3.182565  -1.987069  0.885427
H  2.937724  -1.650056  2.563112
H  1.705710  -1.288098  1.209386
N  -4.295902  -0.199960  -0.790808
C  -3.383945  0.893757  -1.109908
O  -3.102828  0.912929  -2.494400
H  -5.033124  -0.103457  -1.488057
H  -3.892296  -1.113690  -0.958003
H  -3.879277  1.855648  -0.899379
H  -2.455702  0.655775  -0.556044
H  -2.899900  1.803631  -2.761073

Force components x, y, z for each atom (eV/Å):
2.00 -0.48 -0.88
-1.50 -0.32 -0.60
0.70 -0.21 -0.88
-0.68 0.14 0.33
-0.42 0.35 0.32
0.81 0.14 0.54
0.39 0.42 0.15
-0.67 -0.09 0.20
-0.62 0.04 0.81
-0.30 0.97 -0.67
-0.12 -1.10 0.38
0.12 -0.61 -0.57
-0.23 -0.26 0.33
0.35 0.15 0.01
0.39 -0.40 0.67
-0.36 0.79 0.02
0.15 0.46 -0.17

Properties
LUMO ... 0.69 eV
Gap between HOMO and LUMO ... 10.67 eV
E ... -8873.3522 eV

For each atom in turn, the Mulliken charge in e is: -0.285 -0.544 -0.824 0.253 0.266 0.294 0.288 0.254 0.299 -0.618 -0.170 -0.536 0.242 0.241 0.297 0.237 0.307

Question: Which formula does entry 3 have?
Answer: C3H11NO2